# 1
The following is a quantum chemistry calculation of a 3-piece molecular cluster, C15H13BClF11I2O6 overall in a non-equilibrium geometry, from OMol25.

Element x y z (Å)
C 0.932 -3.894 -1.479
C 0.332 -2.919 -2.445
I -0.773 -3.818 -4.041
C 0.414 -1.629 -2.408
I 1.555 -0.648 -0.883
B -0.275 -0.656 -3.422
Cl 0.503 -0.466 -5.032
C -1.567 0.221 -3.171
C -1.980 0.452 -1.696
C -2.747 -0.645 -0.991
F -1.967 -1.595 -0.471
F -3.369 -0.079 0.078
C -3.867 -1.371 -1.770
F -4.350 -2.297 -0.928
F -3.415 -2.073 -2.801
C -5.098 -0.498 -2.178
F -4.795 0.743 -2.524
F -5.951 -0.533 -1.171
C -5.871 -1.127 -3.386
F -7.043 -0.500 -3.437
F -5.265 -0.871 -4.518
F -6.124 -2.389 -3.220
H 0.115 -4.527 -1.115
H 1.609 -4.565 -2.008
H 1.377 -3.429 -0.606
H -2.383 -0.129 -3.807
H -1.320 1.210 -3.574
H -2.616 1.336 -1.669
H -1.100 0.694 -1.099
O 2.679 -0.887 2.936
C 2.040 0.058 3.259
O 1.832 0.445 4.542
C 1.140 1.696 4.506
C 0.489 1.656 3.147
F 0.384 2.895 2.608
O 1.414 0.899 2.385
H 1.859 2.513 4.595
H 0.420 1.768 5.317
H -0.487 1.167 3.124
O 4.290 3.007 5.331
C 4.753 2.701 4.284
O 6.042 2.322 4.088
C 6.165 1.901 2.725
C 5.019 2.625 2.068
F 4.500 1.917 1.040
O 4.057 2.688 3.108
H 6.053 0.817 2.668
H 7.133 2.180 2.314
H 5.256 3.636 1.729

Values from the calculation:
**Calculated total energy**: -3209.867081 Ha
**SMILES**: C/C(I)=C(\I)B(Cl)CCC(F)(F)C(F)(F)C(F)(F)C(F)(F)F.O=C1OC[C@@H](F)O1.O=C1OC[C@@H](F)O1
**Charge**: 0



# 2
The following is a quantum chemistry calculation of a 3-piece molecular cluster, C15H13BF16O7 overall in a non-equilibrium geometry, from OMol25.

Element x y z (Å)
F -1.430 -2.283 -0.715
C -2.405 -1.628 -0.065
F -2.650 -0.480 -0.754
C -2.003 -1.261 1.365
F -0.957 -0.410 1.344
F -3.070 -0.572 1.861
C -1.733 -2.401 2.368
O -0.384 -2.733 2.660
C 0.319 -3.706 1.982
F -0.446 -4.390 1.113
F 0.752 -4.593 2.902
C 1.562 -3.119 1.315
F 1.217 -2.190 0.398
F 2.239 -4.099 0.677
H -3.315 -2.233 -0.074
H -2.104 -2.011 3.314
H -2.336 -3.284 2.155
H 2.214 -2.651 2.052
F -3.342 4.145 -4.651
C -2.421 3.779 -3.742
F -1.262 4.402 -4.063
C -2.183 2.266 -3.743
F -1.681 1.882 -4.935
F -1.209 2.061 -2.814
C -3.349 1.339 -3.344
O -4.061 0.678 -4.386
C -5.181 1.207 -4.986
F -5.603 2.341 -4.403
F -6.174 0.301 -4.837
C -4.975 1.380 -6.492
F -3.975 2.246 -6.739
F -6.109 1.874 -7.037
H -2.733 4.121 -2.751
H -2.872 0.521 -2.812
H -4.017 1.806 -2.621
H -4.736 0.420 -6.955
C 7.000 0.172 4.737
O 7.018 1.009 3.577
B 6.015 0.845 2.688
O 6.269 1.110 1.362
C 4.569 0.433 3.180
C 3.646 1.335 3.470
C 2.435 0.617 3.942
O 1.338 1.033 4.169
O 2.776 -0.715 4.066
C 3.975 -0.903 3.416
O 4.388 -1.987 3.076
H 7.876 0.389 5.318
H 6.144 0.359 5.370
H 7.039 -0.868 4.451
H 6.171 2.053 1.202
H 3.754 2.392 3.385

Values from the calculation:
**Calculated total energy**: -2728.867964 Ha
**SMILES**: FC(F)C(F)(F)COC(F)(F)C(F)F.FC(F)C(F)(F)COC(F)(F)C(F)F.COB(O)C1=CC(=O)OC1=O
**Charge**: 0



# 3
The following is a quantum chemistry calculation of C15H13BrF5N2O2 as an isolated structure in a non-equilibrium geometry, from OMol25.

Element x y z (Å)
O -0.148 -3.129 2.745
C -0.340 -2.154 2.059
O -0.842 -2.305 0.800
C -2.266 -2.076 0.725
C -2.705 -0.598 0.863
C -3.137 0.092 -0.453
C -2.075 0.157 -1.592
C -0.639 0.125 -1.149
C 0.176 -0.829 -1.711
C 1.527 -0.929 -1.310
C 2.034 -0.082 -0.365
C 3.493 -0.308 0.021
F 3.862 -1.586 -0.284
F 3.710 -0.174 1.355
C 4.486 0.640 -0.703
F 4.550 0.417 -2.016
F 4.277 1.923 -0.429
F 5.735 0.361 -0.226
C 1.242 0.948 0.226
N 1.832 1.777 1.142
C 0.970 2.642 1.616
C -0.391 2.760 1.222
N -0.944 1.990 0.319
C -0.104 1.040 -0.183
H -0.053 -1.162 2.459
H -2.709 -2.619 1.581
H -2.638 -2.576 -0.176
H -3.601 -0.610 1.512
H -1.962 -0.022 1.432
H -4.060 -0.384 -0.817
H -3.420 1.127 -0.211
H -2.251 -0.667 -2.292
H -2.325 1.118 -2.209
H -0.254 -1.488 -2.462
H 2.160 -1.689 -1.762
H 1.334 3.335 2.382
H -1.004 3.534 1.687
Br -3.519 1.401 -3.794

Values from the calculation:
**Calculated total energy**: -3912.812020 Ha
**Charge**: -1



# 4
The following is a quantum chemistry calculation of C15H13IO4 in the gas phase in a non-equilibrium geometry, from OMol25.

Element x y z (Å)
C 3.611 1.934 0.666
C 2.026 2.044 0.978
I 1.526 4.189 0.704
C 1.117 1.276 -0.141
C 1.667 -0.176 -0.509
C 1.316 -1.397 0.131
C 0.366 -1.734 1.365
C -0.901 -0.775 1.529
O -1.012 -0.167 2.646
C -2.045 -0.531 0.454
C -3.521 -0.529 1.005
C -4.766 -0.259 0.084
C -4.556 0.031 -1.429
C -3.087 0.000 -1.966
C -1.849 -0.262 -1.063
C 2.076 -2.619 -0.610
O 1.855 -3.848 -0.450
O 3.027 -2.050 -1.536
C 2.701 -0.658 -1.624
O 3.244 0.077 -2.492
H 4.101 1.355 1.519
H 3.830 1.473 -0.375
H 4.075 2.992 0.616
H 1.738 1.774 2.048
H 1.239 1.919 -1.098
H -0.002 1.316 0.108
H -0.053 -2.799 1.171
H 0.967 -1.829 2.347
H -3.675 -0.734 2.129
H -5.812 -0.235 0.533
H -5.446 0.255 -2.128
H -2.946 0.219 -3.088
H -0.809 -0.251 -1.525

Values from the calculation:
**Energy relative to the best compared isomer or geometry (same formula, charge and spin)**: 673.3 kJ/mol
**Calculated total energy**: -1177.812314 Ha
**SMILES**: C[C@@H](I)CC1=C(CC(=O)c2ccccc2)C(=O)OC1=O
**Charge**: 0



# 5
The following is a quantum chemistry calculation of C15H13IrN8O3 as an isolated structure in a non-equilibrium geometry, from OMol25.

Element x y z (Å)
Ir 0.043 -0.808 0.000
O -0.251 1.094 0.000
N -1.043 2.080 0.000
N -2.345 1.837 0.000
O -2.774 0.642 0.000
C -3.193 2.926 0.000
C -4.581 2.692 0.000
C -5.445 3.763 0.000
C -4.950 5.067 0.000
C -3.573 5.298 0.000
C -2.689 4.241 0.000
H -4.939 1.673 0.000
H -6.511 3.590 0.000
H -5.633 5.903 0.000
H -3.204 6.312 0.000
H -1.623 4.412 0.000
N 2.540 1.644 0.000
C 2.981 0.397 0.000
N 4.294 0.214 0.000
C 4.851 -1.002 0.000
N 6.157 -1.163 0.000
N 4.025 -2.039 0.000
C 2.707 -1.877 0.000
N 2.107 -0.645 0.000
C 1.847 -3.005 0.000
C 2.387 -4.305 0.000
C 1.556 -5.391 0.000
C 0.170 -5.166 0.000
C -0.306 -3.875 0.000
N 0.487 -2.782 0.000
H 3.206 2.399 0.000
H 1.551 1.849 0.000
H 6.773 -0.365 0.000
H 6.547 -2.092 0.000
H 3.464 -4.381 0.000
H 1.951 -6.397 0.000
H -0.520 -5.993 0.000
H -1.374 -3.715 0.000
O -2.825 -1.815 0.000
C -1.866 -1.217 0.000

Values from the calculation:
**Calculated total energy**: -1346.852793 Ha
**Charge**: +2



# 6
The following is a quantum chemistry calculation of C15H14BrN3O4S2Ta as an isolated structure in a non-equilibrium geometry, from OMol25.

Element x y z (Å)
Ta -0.729 0.100 -0.192
C -0.443 4.836 -0.850
C -0.891 3.470 -0.400
S 0.205 2.143 -0.778
C -1.996 3.206 0.310
C -2.981 4.235 0.773
S -2.402 1.540 0.736
H 0.540 4.789 -1.314
H -0.382 5.523 -0.006
H -1.139 5.251 -1.580
H -2.650 5.239 0.519
H -3.119 4.173 1.853
H -3.955 4.067 0.308
Br 3.878 3.276 -0.466
C 4.151 1.422 -0.196
C 5.455 0.953 -0.054
C 5.635 -0.401 0.151
C 4.522 -1.231 0.207
C 3.280 -0.646 0.049
N 3.086 0.659 -0.152
C 2.069 -1.512 0.107
O 2.061 -2.679 0.318
O 0.875 -0.843 -0.108
H 6.290 1.636 -0.103
H 6.630 -0.807 0.267
H 4.601 -2.297 0.367
C -4.485 -3.649 2.150
N -3.816 -2.900 1.078
C -4.149 -3.057 -0.207
C -3.533 -2.377 -1.223
C -2.530 -1.509 -0.821
O -1.831 -0.753 -1.647
N -2.165 -1.329 0.479
C -2.793 -2.021 1.506
O -2.529 -1.907 2.668
H -5.315 -4.202 1.719
H -4.846 -2.953 2.902
H -3.778 -4.331 2.616
H -4.948 -3.759 -0.407
H -3.802 -2.500 -2.258

Values from the calculation:
**Energy relative to the best compared isomer or geometry (same formula, charge and spin)**: 124.7 kJ/mol
**Calculated total energy**: -4472.554282 Ha
**Charge**: +1



# 7
The following is a quantum chemistry calculation of C15H14F6N5O4PtS3Se2 as an isolated structure in a non-equilibrium geometry, from OMol25.

Element x y z (Å)
Pt -0.202 -0.706 -0.199
F -3.473 -0.058 3.151
C -2.437 -0.405 3.900
F -1.815 0.694 4.325
F -2.842 -1.120 4.929
S -1.223 -1.369 2.914
O -0.888 -0.391 1.851
O -0.160 -1.753 3.779
N -2.152 -2.548 2.439
S -1.951 -3.274 1.071
O -0.642 -2.931 0.492
O -2.322 -4.644 1.100
C -3.164 -2.478 -0.064
F -2.761 -2.675 -1.319
F -3.225 -1.163 0.156
F -4.354 -3.010 0.115
Se -2.109 1.255 -2.389
Se 0.027 1.263 -3.259
C 0.413 -0.615 -3.218
C 0.861 -1.160 -4.408
C 1.131 -2.518 -4.475
C 0.919 -3.294 -3.354
C 0.482 -2.685 -2.195
N 0.245 -1.364 -2.116
C -1.683 1.995 -0.666
C -2.518 2.972 -0.152
C -2.197 3.530 1.075
C -1.041 3.122 1.720
C -0.273 2.134 1.136
N -0.593 1.561 -0.032
H 0.976 -0.524 -5.274
H 1.481 -2.961 -5.399
H 1.088 -4.360 -3.359
H 0.319 -3.249 -1.290
H -3.386 3.297 -0.710
H -2.832 4.291 1.509
H -0.744 3.543 2.670
H 0.619 1.756 1.620
S 2.145 -1.005 0.549
C 2.899 0.514 0.410
N 2.530 1.539 -0.352
C 3.491 2.643 -0.309
C 4.430 2.216 0.840
N 4.008 0.833 1.077
H 1.752 1.478 -0.995
H 2.993 3.587 -0.099
H 4.017 2.729 -1.260
H 4.275 2.817 1.735
H 5.479 2.266 0.561
H 4.407 0.223 1.770

Values from the calculation:
**Energy relative to the best compared isomer or geometry (same formula, charge and spin)**: 159.6 kJ/mol
**Calculated total energy**: -7870.438878 Ha
**Charge**: +1



# 8
The following is a quantum chemistry calculation of a 2-piece molecular cluster, C15H14FI2N3O3 overall in a non-equilibrium geometry, from OMol25.

Element x y z (Å)
C 5.823 -1.360 0.927
C 4.305 -0.750 1.277
I 3.206 -1.910 2.835
C 3.731 0.469 0.604
I 4.876 1.621 -0.925
C 2.183 0.916 1.030
C 1.898 2.341 1.762
N 0.561 2.897 2.166
C -0.499 1.907 1.775
C -2.079 2.350 2.086
C -3.377 1.365 1.729
C -3.139 -0.112 1.047
C -4.304 -1.185 0.623
N -4.103 -2.557 1.300
C -1.566 -0.537 0.743
C -0.271 0.454 1.082
N 1.088 -0.060 0.703
H 6.041 -1.201 -0.228
H 6.655 -0.930 1.630
H 5.698 -2.540 1.052
H 2.848 3.031 1.980
H -2.360 3.399 2.556
H -4.504 1.682 1.936
H -4.249 -1.311 -0.559
H -5.370 -0.735 0.911
H -3.759 -2.325 2.280
H -3.259 -3.039 0.868
H -1.379 -1.606 0.248
O -2.436 -1.626 -4.279
C -1.530 -0.931 -3.849
O -1.318 -0.683 -2.520
C -0.109 0.045 -2.438
C -0.007 0.657 -3.793
F 1.285 0.794 -4.165
O -0.612 -0.300 -4.633
H 0.715 -0.643 -2.221
H -0.157 0.796 -1.645
H -0.528 1.615 -3.893

Values from the calculation:
**Calculated total energy**: -1664.733294 Ha
**SMILES**: C/C(I)=C(\I)c1cnc2ccc(CN)cc2n1.O=C1OC[C@@H](F)O1
**Charge**: 0



> What is the formula in the seventh record?

C15H14F6N5O4PtS3Se2